Record 1
An isolated molecule of C5H6N4 at a distorted geometry. Source: the Open Molecules 2025 dataset; level of theory: wB97M-V/def2-TZVPD.

Atoms and positions in Å:
C (2.60307, -0.54133, -0.06184)
N (1.46660, -0.70848, -0.50659)
C (0.49539, 0.51776, -0.13660)
C (0.75970, 1.77815, -0.06352)
N (-0.75412, -0.00369, 0.03121)
C (-1.31975, -1.19127, -0.04663)
C (-2.67531, -1.04095, 0.14145)
N (-2.83665, 0.31544, 0.22482)
N (-1.72750, 0.94534, 0.10892)
H (3.28039, -1.41791, -0.15358)
H (2.94609, 0.42170, 0.29571)
H (0.17985, 2.50132, 0.35664)
H (1.76775, 2.13897, -0.26105)
H (-0.69890, -1.97088, -0.12017)
H (-3.48660, -1.74416, 0.19125)

The structure (SMILES) is C=NC(=C)n1ccnn1. As for the spin multiplicity: 1. The value obtained for the energy above the lowest of the compared OMol25 structures with the same formula, charge and spin is 59.74 kcal per mole. As for the frontier orbital gap: 0.36132 hartree. The total energy comes out at -413.02845 Ha. The value obtained for the LUMO energy is 0.509 eV.


Record 2
An isolated molecule of C5H6N4O2 at a distorted geometry. Source: the Open Molecules 2025 dataset; level of theory: wB97M-V/def2-TZVPD.

Atoms and positions in Å:
C (-1.44518, -0.53558, 0.13846)
C (0.87658, 1.58912, 0.37872)
C (0.54913, -1.62112, 0.17346)
C (2.16442, 1.05594, 0.15154)
C (-1.12430, 0.60718, -0.84177)
N (-0.60518, -1.37088, 0.51134)
N (-0.32851, 1.52093, 0.13491)
N (2.13065, -0.13272, 0.91845)
N (1.76784, -1.29485, 0.24512)
O (3.11586, 1.46545, -0.50851)
O (2.68160, -1.80371, -0.69778)
H (-2.42429, -0.58786, 0.60286)
H (-0.56072, 0.10472, -1.66207)
H (-1.97368, 1.24595, -1.13880)
H (-1.07750, 2.09510, 0.61219)
H (2.94152, -0.18967, 1.59987)
H (2.84029, -1.00194, -1.23040)

As for the spin multiplicity: 1. The value obtained for the energy above the lowest of the compared OMol25 structures with the same formula, charge and spin is 198.06 kcal per mole. As for the frontier orbital gap: 0.30529 hartree. The total energy comes out at -563.34610 Ha. The value obtained for the LUMO energy is 0.519 eV.


Record 3
A cluster of 2 separate species, C5H6NO2 in total at a distorted geometry. Source: the Open Molecules 2025 dataset; level of theory: wB97M-V/def2-TZVPD.

Atoms and positions in Å:
C (0.32505, 0.12773, 1.48816)
C (0.81622, 1.24679, 0.88682)
C (-0.57783, -0.64687, 0.78580)
C (0.28983, 1.74845, -0.21378)
C (-1.07330, -0.21157, -0.38200)
N (0.40335, -1.36860, -1.66826)
O (-0.22494, -2.02424, -2.51082)
O (-0.86796, 1.15809, -0.74645)
H (0.90658, -0.01434, 2.40782)
H (1.57000, 1.75877, 1.47234)
H (-1.03567, -1.55831, 1.14691)
H (0.76902, 2.42950, -0.88558)
H (-1.86683, -0.57382, -1.05649)
H (0.56649, -2.07157, -0.72447)

Its charge is -1. As for the spin multiplicity: 1. The value obtained for the energy above the lowest of the compared OMol25 structures with the same formula, charge and spin is 111.83 kcal per mole. As for the frontier orbital gap (alpha / beta): 0.21329 / 0.19668 hartree. The total energy comes out at -399.17553 Ha. The value obtained for the LUMO energy (alpha / beta) is 4.168 / 4.155 eV.


Number 2 is which compound? C5H6N4O2